{
  "formula": "C40H42GdN7O9S3",
  "method": "wB97M-V/def2-TZVPD",
  "species": ["Gd", "C", "O", "C", "N", "C", "C", "C", "C", "C", "C", "C", "C", "C", "C", "C", "C", "N", "C", "N", "C", "C", "O", "C", "C", "C", "C", "C", "C", "H", "H", "H", "H", "H", "H", "H", "H", "H", "H", "H", "H", "H", "H", "H", "H", "H", "H", "H", "C", "C", "S", "O", "O", "C", "C", "N", "C", "N", "C", "C", "N", "O", "O", "C", "H", "H", "H", "H", "H", "H", "H", "H", "H", "H", "H", "H", "H", "C", "S", "C", "H", "H", "H", "H", "H", "H", "O", "C", "N", "S", "O", "O", "C", "C", "C", "C", "C", "C", "H", "H", "H", "H"],
  "xyz": [[17.983863, 9.113178, 12.673152], [16.383191, 12.658207, 9.865433], [17.810480, 12.334932, 9.861112], [17.932112, 11.323671, 10.708211], [16.836389, 10.739288, 11.114519], [15.703403, 11.372508, 10.352116], [14.398341, 11.617518, 11.116079], [13.552256, 12.576126, 10.547651], [12.358753, 12.965750, 11.141174], [11.930601, 12.319281, 12.307909], [12.717801, 11.304362, 12.860135], [13.955339, 10.987199, 12.288676], [19.230380, 10.808269, 11.199290], [19.928726, 9.701663, 10.623531], [20.903087, 9.055586, 11.318734], [21.556438, 9.695661, 12.506669], [20.385832, 10.451360, 13.154251], [19.416249, 11.064548, 12.517666], [19.971420, 10.168362, 14.566005], [19.071225, 9.251913, 14.751930], [18.713833, 9.166394, 16.183574], [19.409908, 10.471090, 16.703541], [20.374420, 10.793949, 15.649855], [17.241039, 8.988422, 16.322886], [16.783945, 7.769047, 16.818787], [15.429910, 7.531884, 17.062344], [14.509624, 8.536515, 16.804928], [14.918867, 9.720063, 16.203510], [16.286803, 9.948393, 15.954411], [16.101039, 12.971152, 8.869093], [16.222792, 13.515538, 10.514953], [15.508189, 10.746311, 9.492442], [13.813865, 13.028502, 9.634992], [11.787593, 13.775051, 10.693891], [10.988140, 12.604093, 12.701340], [12.344299, 10.726731, 13.691823], [14.564244, 10.196036, 12.705849], [19.680797, 9.403995, 9.596974], [21.439053, 8.228828, 10.892527], [21.875116, 8.924271, 13.226474], [19.242424, 8.276816, 16.562571], [19.976176, 10.376331, 17.609930], [18.729981, 11.310167, 16.768169], [17.534084, 6.976007, 17.034497], [15.071609, 6.616984, 17.479688], [13.462415, 8.410338, 17.057840], [14.216997, 10.504386, 15.969334], [16.601586, 10.895715, 15.621734], [9.951506, 9.074083, 7.614760], [11.190150, 9.840345, 7.981909], [12.640228, 8.842042, 8.203556], [13.703888, 9.676587, 8.770305], [12.933586, 8.068873, 7.020413], [12.176516, 7.719041, 9.518497], [13.321377, 6.765943, 9.813220], [14.239299, 7.239276, 10.857058], [15.502454, 7.689967, 10.699403], [16.111657, 7.786334, 11.867332], [15.216830, 7.393454, 12.815749], [14.067839, 7.037378, 12.200377], [12.875039, 6.664450, 12.885177], [11.844381, 6.650219, 12.255037], [13.035456, 6.373056, 14.068236], [16.207805, 7.868753, 9.405435], [9.145232, 9.754464, 7.311036], [9.536620, 8.470609, 8.433001], [10.204772, 8.406711, 6.791337], [11.159660, 10.465381, 8.884077], [11.476886, 10.501533, 7.164336], [11.312285, 7.148840, 9.197361], [11.995863, 8.284519, 10.442240], [13.896343, 6.594374, 8.928153], [12.911460, 5.813941, 10.121847], [15.419761, 7.346657, 13.866522], [16.494708, 6.931887, 8.962983], [17.109814, 8.451275, 9.625245], [15.635591, 8.433299, 8.694961], [20.430491, 6.056328, 13.772570], [18.707650, 6.199651, 13.250242], [18.763579, 5.239906, 11.707296], [20.565476, 5.144731, 14.406742], [20.676423, 6.879572, 14.417376], [21.068944, 6.044663, 12.887024], [19.414120, 5.709505, 10.983841], [17.757250, 5.172211, 11.318482], [19.160350, 4.238478, 11.950505], [22.056720, 11.415383, 10.086585], [22.960808, 11.029329, 10.787783], [22.780216, 10.490861, 12.108921], [24.223135, 9.717006, 12.701493], [24.514374, 10.126355, 14.027630], [24.065385, 8.304574, 12.469638], [25.212515, 10.459674, 11.541333], [26.585889, 10.383235, 11.582871], [27.241550, 10.889286, 10.472337], [26.521622, 11.465015, 9.413285], [25.147485, 11.613675, 9.469217], [24.463451, 11.025889, 10.524741], [27.119763, 9.957264, 12.427508], [28.322645, 10.880221, 10.376064], [27.079457, 11.938556, 8.599521], [24.626131, 12.147535, 8.682027]],
  "atomic_forces_ev_per_a": [[0.125, -0.884, -0.260], [-0.119, 0.254, -0.238], [0.027, -0.221, 0.411], [-1.471, -0.235, -0.342], [0.953, 0.543, -0.292], [0.242, 0.126, 1.003], [-0.264, 0.342, -0.001], [-0.259, -0.360, 1.007], [0.275, -0.441, 0.401], [0.940, -0.150, -0.843], [0.006, 0.294, -0.618], [0.255, 0.019, -0.676], [0.697, 0.297, -0.150], [-0.897, 0.856, -0.697], [0.277, 0.064, 0.369], [-0.564, 0.845, -0.074], [0.596, -0.495, 0.527], [0.075, -0.050, -0.668], [-0.280, -0.425, 0.944], [0.077, 0.364, -0.233], [1.441, 0.485, -0.343], [-0.294, -0.615, -0.351], [0.131, 0.346, -0.487], [-0.936, -0.265, 0.246], [0.372, -0.949, 0.270], [0.361, 0.727, -0.209], [-0.222, 0.241, -0.344], [1.026, 0.057, -0.084], [-0.524, -1.172, 0.838], [0.095, -0.193, -0.252], [0.141, -0.065, 0.331], [-0.192, -0.357, -0.134], [0.406, 0.586, -1.038], [-0.050, -0.237, 0.103], [-0.644, 0.033, 0.600], [0.075, 0.059, 0.229], [0.033, -0.075, 0.233], [-0.037, -0.093, 0.493], [-0.021, -0.440, -0.197], [0.180, 0.357, -0.318], [-0.292, 0.266, 0.141], [0.089, -0.186, 0.402], [-0.188, 0.197, 0.044], [-0.687, 0.616, -0.042], [0.091, -0.531, 0.204], [0.100, -0.117, -0.069], [-0.153, 0.054, 0.008], [0.299, 1.163, -0.560], [-0.616, -0.435, 0.133], [0.574, 0.682, 0.222], [0.468, 0.228, 0.475], [-0.616, -0.414, -0.488], [-0.133, 0.152, 0.353], [0.357, 0.245, 0.415], [-0.117, 0.110, -0.042], [-0.199, -0.231, -0.316], [-0.260, -0.554, -0.732], [0.038, 0.059, 0.427], [-0.046, -0.265, 0.182], [0.478, 0.478, 0.472], [0.457, -0.618, 0.970], [-0.450, -0.035, 0.053], [-0.518, 0.334, -0.996], [0.302, 0.677, 0.522], [0.354, -0.141, -0.055], [0.244, 0.162, -0.104], [-0.272, 0.010, -0.114], [-0.254, -0.218, -0.090], [0.122, 0.080, -0.101], [-0.200, 0.059, 0.060], [-0.434, 0.052, -0.517], [0.475, -0.174, -0.593], [0.051, -0.149, 0.183], [0.099, 0.087, 0.364], [0.118, -0.534, -0.142], [-0.045, -0.192, -0.148], [-0.421, 0.202, -0.336], [-0.003, -1.043, 0.400], [-0.141, 0.223, -0.211], [0.367, -0.424, 0.645], [-0.096, 0.554, -0.841], [0.077, 0.578, 0.111], [0.071, -0.029, 0.251], [0.162, 0.182, -0.184], [-0.202, -0.100, -0.033], [-0.346, 0.412, -0.185], [0.850, -0.209, 0.419], [0.492, -0.118, 0.567], [-0.439, -0.914, 0.158], [-1.090, -0.629, 0.291], [-0.111, 0.399, 0.469], [-0.122, 0.201, -0.164], [0.095, -0.148, -0.387], [0.400, 0.118, -0.305], [0.086, 0.261, -0.684], [0.582, 0.593, 0.370], [-0.445, -0.225, -0.406], [-0.455, 0.608, -0.059], [-0.142, 0.026, -0.145], [-0.119, -0.137, 0.264], [-0.248, -0.359, 0.217], [-0.064, -0.109, 0.108]],
  "s2": 16.11,
  "e_lumo_ha": [-0.199, -0.309],
  "gap_ha": [0.30257, 0.17774],
  "mol_weight_g_mol": 1018.27,
  "charge": 2,
  "multiplicity": 8
}

=====

{
  "formula": "C40H43As2BaN4O2",
  "method": "wB97M-V/def2-TZVPD",
  "species": ["Ba", "N", "C", "C", "C", "C", "N", "C", "N", "N", "C", "O", "O", "H", "H", "H", "H", "H", "H", "H", "H", "H", "H", "H", "H", "H", "H", "C", "C", "As", "C", "C", "C", "C", "C", "C", "C", "C", "C", "C", "C", "C", "As", "C", "C", "C", "C", "C", "C", "C", "C", "C", "C", "C", "C", "H", "H", "H", "H", "H", "H", "H", "H", "H", "H", "H", "H", "H", "H", "H", "H", "H", "H", "H", "H", "H", "H", "H", "H", "C", "C", "C", "C", "C", "C", "C", "C", "H", "H", "H", "H", "H"],
  "xyz": [[-0.558229, 0.783839, -1.026894], [1.471182, -2.646344, -2.684463], [0.103001, -2.753542, -2.193470], [-0.192539, -3.941981, -1.232493], [-0.295382, -3.464483, 0.225300], [-1.616407, -2.739629, 0.524761], [-1.342466, -1.667447, 1.489634], [-1.591602, -0.368509, 1.330862], [-2.465432, 0.081035, 0.418546], [-1.091569, 0.512322, 2.205133], [-0.324779, -1.514541, -1.403317], [0.423129, -1.065794, -0.503964], [-1.513997, -1.131724, -1.540555], [1.662253, -3.376633, -3.361600], [2.122827, -2.755511, -1.914261], [-0.558706, -2.799339, -3.059187], [0.619243, -4.666350, -1.304919], [-1.109707, -4.446267, -1.542963], [0.503570, -2.746182, 0.403051], [-0.147450, -4.308414, 0.900126], [-2.380689, -3.419550, 0.903933], [-1.988145, -2.282074, -0.385125], [-0.686900, -1.911448, 2.215274], [-2.564432, -0.461163, -0.428604], [-2.422602, 1.076133, 0.222822], [-0.353441, 0.229355, 2.825610], [-1.073771, 1.486558, 1.918851], [0.270127, 0.624397, -3.117461], [1.632716, 0.626847, -3.777087], [2.574156, 0.406328, -2.040698], [2.314464, 2.234001, -1.316998], [1.947309, 3.357663, -2.055537], [1.539775, 4.525401, -1.422719], [1.470088, 4.577677, -0.037937], [1.881891, 3.487479, 0.716327], [2.312440, 2.332343, 0.079709], [4.381182, 0.515647, -2.693332], [5.173090, 1.645539, -2.522352], [6.430624, 1.717895, -3.104120], [6.909332, 0.660195, -3.861975], [6.130297, -0.475949, -4.030115], [4.873266, -0.543641, -3.450770], [-1.548919, 0.636433, -3.793368], [-1.366254, -0.133683, -5.533633], [-0.480868, -1.177088, -5.780763], [-0.340537, -1.695079, -7.060044], [-1.080699, -1.162693, -8.104163], [-1.968877, -0.122708, -7.865138], [-2.119894, 0.381889, -6.584108], [-1.452315, 2.547317, -4.198114], [-1.998511, 3.442042, -3.279841], [-1.837586, 4.810071, -3.449837], [-1.118641, 5.290396, -4.533448], [-0.558141, 4.405039, -5.445429], [-0.725249, 3.038312, -5.278887], [0.295610, 1.546217, -2.522421], [0.285515, -0.272527, -2.492783], [1.841023, 1.539388, -4.333830], [1.831369, -0.232383, -4.410826], [1.961166, 3.324998, -3.140453], [1.285821, 5.394376, -2.015885], [1.113926, 5.474090, 0.452624], [1.875246, 3.543854, 1.796194], [2.626505, 1.480679, 0.677283], [4.810932, 2.479649, -1.935124], [7.031517, 2.608025, -2.969919], [7.887677, 0.718921, -4.320052], [6.503613, -1.305142, -4.616983], [4.268520, -1.433913, -3.597161], [0.108943, -1.589443, -4.970702], [0.353291, -2.505795, -7.241000], [-0.959607, -1.549269, -9.107304], [-2.534984, 0.302181, -8.683356], [-2.819221, 1.190345, -6.405325], [-2.546359, 3.067006, -2.417789], [-2.283768, 5.490485, -2.736262], [-0.989741, 6.355631, -4.673864], [0.016798, 4.782081, -6.281380], [-0.276146, 2.353439, -5.988607], [-1.624433, 2.290158, 1.295517], [-1.734676, 3.387488, 1.831550], [-1.858343, 4.761447, 2.235582], [-1.858855, 5.199834, 3.558006], [-1.924834, 6.556209, 3.843672], [-1.987237, 7.487918, 2.819763], [-1.996624, 7.061989, 1.496896], [-1.937218, 5.712093, 1.202667], [-1.806932, 4.471589, 4.356298], [-1.923017, 6.888232, 4.873786], [-2.032151, 8.545569, 3.042759], [-2.042399, 7.797533, 0.703264], [-1.943815, 5.338177, 0.187265]],
  "atomic_forces_ev_per_a": [[-2.029, 11.676, 8.886], [-0.074, 0.171, 0.195], [-0.155, 0.185, -0.163], [-0.030, 0.139, 0.261], [0.005, -0.807, 0.136], [-0.097, -0.191, 0.567], [-0.384, -0.640, -0.188], [-0.470, 0.317, 2.589], [-2.134, -1.572, -0.051], [1.629, -7.181, 2.403], [0.819, -5.214, -0.615], [1.410, -2.317, 0.074], [-0.425, -2.285, -2.645], [-0.042, -0.039, 0.115], [0.098, 0.040, -0.058], [0.015, -0.074, -0.009], [-0.010, 0.016, -0.157], [-0.006, 0.002, 0.071], [0.063, -0.632, 0.267], [-0.148, -0.047, 0.013], [0.106, -0.012, 0.165], [-0.469, -0.837, 0.901], [-0.059, 0.176, 0.071], [-0.731, -0.637, 0.800], [-0.858, 0.694, 1.823], [0.112, -0.821, 0.312], [1.257, -0.109, 0.848], [2.412, 0.074, -4.607], [-0.196, -0.056, -0.117], [1.739, 0.552, -0.368], [-0.107, -0.189, 0.083], [-0.052, -0.154, -0.236], [0.012, -0.013, 0.053], [0.090, 0.114, -0.005], [0.108, 0.061, -0.048], [-0.107, -0.151, -0.015], [0.456, 0.306, -0.222], [0.031, 0.032, 0.064], [0.038, -0.007, -0.002], [0.031, 0.003, 0.007], [0.034, 0.031, -0.016], [-0.083, -0.184, 0.043], [-1.519, 0.984, -1.459], [0.285, -0.116, -0.469], [-0.005, -0.060, 0.143], [-0.036, -0.007, 0.004], [0.031, 0.023, -0.055], [0.017, -0.070, -0.041], [-0.115, 0.049, 0.062], [0.084, -0.018, -0.079], [0.037, -0.246, 0.028], [-0.010, 0.039, 0.057], [-0.003, 0.058, 0.011], [0.010, -0.027, 0.034], [0.116, 0.072, -0.035], [1.240, 0.250, -2.959], [1.054, -0.252, -1.819], [0.080, 0.015, 0.095], [0.027, -0.091, 0.063], [0.017, 0.034, 0.024], [-0.099, -0.028, -0.004], [0.003, -0.006, 0.024], [-0.055, -0.026, 0.023], [-0.038, -0.010, -0.013], [-0.006, 0.025, -0.013], [0.015, -0.015, 0.007], [0.003, -0.001, 0.004], [-0.024, -0.007, 0.003], [-0.002, 0.013, 0.006], [0.063, -0.029, 0.003], [-0.005, 0.005, -0.002], [-0.009, -0.013, 0.006], [-0.046, -0.017, 0.025], [0.025, 0.026, -0.029], [-0.115, 0.084, -0.088], [0.030, 0.044, -0.013], [-0.029, 0.008, 0.024], [-0.025, -0.010, -0.019], [-0.039, 0.005, -0.020], [-2.635, 8.713, -4.473], [-0.252, 0.141, -0.277], [0.111, 0.187, -0.194], [-0.006, -0.104, -0.026], [0.012, -0.006, 0.077], [-0.010, -0.025, -0.042], [0.001, 0.058, -0.059], [0.041, -0.147, 0.281], [0.005, 0.012, 0.029], [-0.003, -0.019, -0.002], [0.000, -0.009, 0.037], [-0.034, -0.056, -0.034], [0.013, 0.145, -0.069]],
  "e_lumo_ha": -0.079,
  "gap_ha": 0.29834,
  "mol_weight_g_mol": 898.98,
  "charge": 1,
  "de_lowest_ev": 12.398
}